No. 1
{"formula": "C32H35NaO", "method": "ωB97M-V/def2-TZVPD", "elements": ["H", "H", "C", "H", "C", "H", "C", "H", "C", "H", "H", "H", "C", "C", "C", "H", "H", "C", "H", "H", "C", "H", "H", "H", "H", "C", "C", "H", "C", "C", "H", "H", "H", "C", "C", "H", "C", "C", "C", "H", "C", "C", "C", "H", "C", "O", "C", "C", "Na", "C", "C", "H", "H", "H", "H", "H", "C", "C", "H", "H", "C", "C", "C", "H", "H", "H", "H", "C", "H"], "coordinates": [[1.0508, -1.4593, -2.1504], [2.7522, -0.2609, 2.4598], [-4.9726, -0.3275, -0.6996], [-1.0449, 1.7853, -0.3826], [-3.7128, -0.9989, -0.5854], [3.5834, -2.1790, 3.8090], [1.1167, -0.6646, -1.3699], [-2.7720, -4.1402, 2.6088], [-7.4742, 0.9739, -0.9592], [2.9632, -2.7972, -1.9571], [4.5697, 0.5544, -2.4357], [4.7752, 0.5645, 0.0541], [2.5462, -2.1742, 3.4666], [4.5713, -0.5112, 0.0763], [-0.7678, -4.0562, 3.6042], [5.3395, -1.0540, -2.4772], [-2.5547, 0.6589, 0.0903], [1.7852, 4.0237, -2.0668], [-8.3278, -1.0161, -0.9426], [2.8576, -2.6730, -0.1172], [0.3636, -3.2054, 3.3719], [-0.3312, 5.2371, -0.9735], [2.7833, 3.7981, 0.4598], [-0.7655, -4.8961, 4.2931], [1.7654, 5.1166, -2.1521], [4.3798, -0.5253, -2.4048], [-6.1835, -1.0703, -0.7672], [-3.7075, -2.0850, -0.7116], [3.4253, -2.3978, -1.0331], [1.7588, 4.1788, 0.4199], [1.9976, -3.9891, 4.5314], [0.4064, -0.2266, 1.6260], [1.7752, 5.2731, 0.3421], [2.0974, -1.1086, 2.6628], [1.6746, -3.1935, 3.8582], [-6.3337, 2.8161, -0.9468], [1.0445, 2.0401, -0.7210], [-0.0560, -2.1749, 2.4260], [-5.0583, 1.0936, -0.7722], [-4.1392, 1.6841, -0.7424], [0.7937, -1.0898, 2.1715], [-1.2437, -0.9421, -0.5277], [-2.5086, -0.3528, -0.3356], [1.2370, 3.8960, 1.3410], [-1.3732, -2.5092, 1.9901], [3.4011, 1.9353, -0.4552], [3.6609, -0.8859, -1.0987], [2.3301, -0.1021, -1.0438], [0.9584, -3.2220, -1.0167], [-0.1005, 1.2880, -0.6107], [2.3309, 1.3279, -0.7228], [1.3015, 3.5934, -2.9512], [5.5152, -1.0693, 0.0165], [-1.1921, -2.0268, -0.7272], [-8.4364, 1.4767, -1.0614], [3.7657, -0.7950, -3.2730], [-1.8011, -3.6593, 2.7137], [-0.1020, -0.1274, -0.8285], [-1.9957, -1.9057, 1.3464], [4.0776, -0.7497, 1.0250], [-6.2924, 1.7265, -0.8962], [1.0456, 3.5810, -0.7972], [-7.4100, -0.4281, -0.8942], [-6.1256, -2.1594, -0.7100], [-0.9318, 3.7346, -1.7019], [4.3846, -2.9211, -0.9408], [2.8252, 3.6888, -2.0299], [-0.3747, 4.1464, -0.8508], [-0.9211, 3.9375, 0.0774]], "forces_ev_per_angstrom": [[0.2, 0.1, 0.9], [-0.1, -0.2, 0.1], [-1.7, 1.0, 0.0], [0.4, -0.2, -0.2], [2.5, 0.4, 0.5], [-0.3, 0.0, 0.0], [1.2, -0.1, 0.3], [0.2, 0.1, 0.1], [0.4, -0.3, 0.0], [0.1, 0.1, 0.2], [0.0, -0.2, 0.0], [0.1, -0.6, 0.1], [0.0, -0.4, 0.2], [0.0, 0.2, 0.4], [0.0, 0.1, -0.9], [-0.2, 0.1, 0.0], [0.1, -0.4, -0.6], [0.1, -0.3, -0.1], [0.3, 0.2, 0.0], [0.3, 0.3, -0.3], [-1.0, 0.3, -0.2], [0.0, -0.3, 0.1], [-0.3, 0.3, 0.1], [-0.1, 0.1, -0.2], [0.0, -0.2, 0.0], [0.1, 0.0, -0.2], [0.7, 0.4, 0.0], [0.1, 0.2, -0.2], [0.0, -0.4, 0.1], [0.2, -0.1, 0.2], [0.1, 0.2, -0.1], [0.3, -0.2, 0.1], [0.0, -0.2, 0.0], [-0.5, 0.2, -0.1], [0.4, 0.3, -0.2], [0.0, -0.3, 0.0], [-1.2, 0.0, -0.1], [-0.1, -0.7, 0.1], [-0.2, -0.7, 0.0], [-0.4, -0.1, -0.1], [0.5, 0.2, 0.0], [2.8, 1.3, -2.4], [-2.7, -0.5, 0.7], [0.1, 0.1, -0.1], [-0.2, -0.3, 0.1], [-1.9, -0.9, -1.0], [-0.2, 0.5, -0.6], [-0.5, -1.4, -0.6], [-0.4, -0.3, 0.9], [0.8, 1.3, 0.0], [1.7, 1.4, 1.2], [0.1, 0.1, 0.0], [-0.2, 0.0, -0.1], [-0.2, 0.6, 0.1], [0.3, -0.2, 0.0], [0.1, 0.0, 0.0], [1.1, 0.2, 0.5], [-2.4, -1.4, 0.2], [-0.1, -0.2, 0.5], [0.2, 0.0, -0.2], [0.0, -0.2, 0.0], [-0.1, -0.1, 0.3], [0.0, 0.4, 0.0], [-0.1, 0.3, 0.0], [0.0, 0.1, 0.1], [-0.2, 0.1, -0.1], [-0.1, 0.1, -0.1], [-0.1, -0.1, 0.0], [0.0, 0.0, -0.2]], "e_homo_ev": -5.4, "homo_lumo_gap_ev": 3.539, "spin_multiplicity": 1, "energy_ha": -1477.76510, "lumo_ev": -1.83}


No. 2
{"formula": "C32H36AsOPPtS3Si", "method": "ωB97M-V/def2-TZVPD", "elements": ["H", "C", "C", "Pt", "H", "H", "H", "H", "H", "H", "H", "C", "C", "C", "C", "C", "C", "H", "C", "H", "C", "H", "C", "H", "C", "H", "H", "H", "C", "C", "H", "H", "C", "C", "P", "C", "C", "H", "C", "S", "H", "H", "H", "H", "C", "H", "O", "As", "C", "C", "Si", "C", "C", "C", "C", "S", "C", "H", "H", "H", "C", "H", "C", "C", "H", "H", "H", "H", "H", "H", "H", "S", "H", "C", "H", "C"], "coordinates": [[0.6143, -2.6351, 5.5017], [1.6529, -0.6205, -5.1315], [2.3164, -1.8817, -3.1967], [-0.7132, -0.6462, 0.6634], [0.4319, 1.6102, 5.8873], [-1.8321, -5.4625, -0.2768], [2.9107, -2.6740, -2.7609], [2.4673, 4.5066, 0.7070], [-4.8311, 3.8647, 3.0798], [-4.5773, 1.4129, 3.0235], [1.7343, -0.4196, -6.1919], [1.9056, 3.7115, 0.2153], [0.3457, -0.4366, 2.2748], [-2.0653, 3.6661, 1.1448], [5.5335, -1.9703, 1.3689], [1.4458, -1.1333, -2.4113], [0.4668, 0.5575, 6.1727], [-0.1119, -7.1556, -0.7846], [-4.0210, 3.4178, 2.5185], [2.8620, -4.0935, -0.9436], [5.4125, -1.4420, 0.0901], [1.5683, 4.0508, -0.7643], [4.3967, -2.3276, 2.0797], [1.0303, 3.4551, 0.8114], [3.4515, 1.8218, 1.6887], [2.2568, -2.4669, 2.0604], [0.8084, 0.4966, 7.2081], [3.1046, -2.2021, -5.1614], [1.8249, -4.3869, -0.8305], [1.6216, -2.2161, 5.5030], [5.0830, 1.9542, -0.9761], [3.7495, 0.0777, 6.1320], [4.4112, 2.8031, -0.8463], [2.4239, -1.6196, -4.5543], [2.9291, 2.2394, 0.0203], [0.8523, -3.4267, -0.5779], [-0.4659, -3.8129, -0.3628], [2.2487, -6.4705, -1.0999], [1.4850, -5.7281, -0.9102], [-0.6586, 1.5993, 0.0898], [-0.5510, 0.1673, 6.1248], [-1.3451, 4.2896, 0.6284], [4.1940, 1.0243, 1.6596], [2.5721, 1.4579, 2.2224], [0.7739, 0.1140, -4.3503], [-3.2091, 5.3077, 1.8853], [2.2594, 1.1177, -0.6958], [1.2477, -1.5234, -0.5310], [-3.1061, 4.2313, 1.8462], [-3.8844, 2.0485, 2.4867], [1.5936, -0.4031, 5.0291], [0.6715, -0.1384, -2.9899], [3.1403, -2.1658, 1.5117], [0.1628, -6.1102, -0.7295], [-0.8063, -5.1631, -0.4490], [-1.7486, -2.6604, 0.0222], [3.3388, 0.2775, 5.1394], [3.9963, -0.1886, 4.4030], [4.4866, -2.7453, 3.0746], [2.0486, -2.3544, 6.4985], [4.1566, -1.2518, -0.4697], [-0.0083, 0.4457, -2.3821], [3.0195, -1.6159, 0.2409], [-1.9330, 2.2726, 1.0682], [6.5132, -2.1094, 1.8079], [0.1653, 0.8889, -4.7978], [4.0604, -0.8099, -1.4523], [3.3640, 1.3566, 4.9797], [4.9266, 3.5888, -0.2936], [3.8646, 2.6885, 2.2054], [6.2981, -1.1700, -0.4709], [-2.6716, -0.2687, 1.7765], [4.1286, 3.1775, -1.8301], [0.9377, -0.2755, 3.3226], [2.2208, -2.7939, 4.7960], [-2.8369, 1.4611, 1.7654]], "forces_ev_per_angstrom": [[0.0, 0.0, 0.0], [0.0, 0.0, 0.0], [0.0, 0.0, 0.0], [-0.2, -0.2, -0.5], [0.0, 0.0, 0.0], [0.0, 0.0, 0.0], [0.0, 0.0, 0.0], [0.0, 0.0, 0.0], [0.0, 0.0, 0.0], [0.0, 0.0, 0.0], [0.0, 0.0, 0.0], [0.1, 0.1, 0.1], [-0.1, 0.4, -0.1], [0.0, 0.0, 0.0], [0.0, 0.0, 0.0], [0.0, 0.0, 0.0], [0.0, 0.0, -0.1], [0.0, 0.0, 0.0], [0.0, 0.0, 0.0], [0.0, 0.0, 0.0], [0.0, 0.1, 0.0], [0.0, 0.0, 0.0], [0.0, 0.0, 0.0], [0.1, 0.0, 0.0], [0.0, 0.0, 0.0], [0.0, 0.0, 0.0], [0.0, 0.0, 0.0], [0.0, 0.0, 0.0], [0.1, 0.0, 0.0], [0.0, 0.1, 0.0], [0.0, 0.0, 0.0], [0.0, 0.0, 0.0], [0.0, 0.0, 0.0], [0.0, 0.0, 0.0], [0.1, 0.1, 0.1], [0.0, 0.0, 0.1], [0.0, 0.0, 0.0], [0.0, 0.0, 0.0], [0.0, 0.0, 0.0], [0.1, -0.3, 0.3], [0.0, 0.0, 0.0], [0.0, 0.0, 0.0], [0.0, -0.1, 0.0], [0.0, 0.0, 0.0], [0.0, 0.0, 0.0], [0.0, 0.0, 0.0], [0.0, -0.1, -0.1], [0.1, -0.1, 0.0], [0.0, 0.1, 0.0], [0.0, 0.0, 0.0], [0.1, 0.0, 0.1], [0.0, 0.0, 0.0], [0.0, 0.0, 0.0], [0.0, 0.0, 0.0], [0.0, 0.0, 0.0], [0.2, 0.1, 0.3], [-0.1, 0.0, 0.0], [0.0, 0.0, 0.0], [0.0, 0.0, 0.0], [0.0, 0.0, 0.0], [0.0, 0.1, 0.0], [0.0, 0.0, 0.0], [0.0, 0.0, 0.0], [-0.2, -0.1, 0.2], [0.0, 0.0, 0.0], [0.0, 0.0, 0.0], [0.0, 0.0, 0.0], [0.0, 0.0, 0.0], [0.0, 0.0, 0.0], [0.0, 0.0, 0.0], [0.0, 0.0, 0.0], [-0.1, -0.1, -0.1], [0.0, 0.0, 0.0], [-0.1, -0.2, 0.0], [0.0, 0.0, 0.0], [0.2, 0.1, -0.1]], "e_homo_ev": [-7.3, -7.3], "homo_lumo_gap_ev": [6.065, 6.064], "e_above_lowest_kj_mol": 80.4, "spin_multiplicity": 1, "energy_ha": -5496.81039, "lumo_ev": [-1.22, -1.22]}


No. 3
{"formula": "C32H36BEuF3IN9O5S2", "method": "ωB97M-V/def2-TZVPD", "elements": ["S", "H", "H", "H", "C", "I", "C", "C", "H", "C", "H", "H", "H", "H", "N", "C", "N", "Eu", "H", "O", "N", "F", "H", "N", "N", "C", "O", "C", "H", "C", "C", "C", "H", "C", "H", "F", "N", "H", "H", "C", "C", "H", "H", "C", "C", "H", "H", "H", "C", "C", "C", "O", "C", "H", "H", "H", "C", "H", "C", "H", "H", "S", "N", "H", "C", "H", "O", "C", "H", "H", "C", "H", "N", "C", "H", "H", "H", "C", "C", "H", "C", "C", "O", "H", "C", "F", "C", "C", "N", "B"], "coordinates": [[-0.4912, -3.1320, -2.4926], [-2.6570, -5.3575, 2.6155], [1.6800, -3.8205, 0.3025], [-4.9820, 4.7878, -1.1348], [-1.0676, -4.3194, 1.5144], [-2.8868, -0.8379, -1.1900], [3.3036, 2.3295, -0.2371], [0.5427, 1.4825, -7.2192], [2.5783, -0.7214, 1.9711], [0.5692, 1.0602, 1.9002], [1.0851, -3.2642, 2.5589], [2.2682, -0.0725, -5.7498], [-3.6187, -3.3027, 3.1754], [0.2866, 5.5396, 2.8733], [2.4187, -1.9276, -0.2298], [1.2013, 2.2247, -0.8143], [-0.7892, -2.8976, 1.7369], [0.1922, -1.0476, -0.7891], [0.1709, 2.4234, -1.0468], [-1.2328, -4.2819, -2.9528], [-1.7684, -3.9448, 3.8447], [1.0452, 2.7281, -7.3683], [-0.1350, -4.8095, 1.2293], [0.2574, 0.3640, -3.1017], [2.9968, 1.0744, -0.5696], [-0.6817, 1.1011, -3.6835], [-1.6250, 4.8008, 3.1295], [-0.1775, 2.2829, 1.8733], [2.0707, 4.1670, -0.2016], [2.6196, -0.1214, 2.8743], [-4.6507, 3.7604, -1.1155], [1.7577, 1.0942, 2.7207], [4.0392, -0.2323, -2.0340], [-0.6308, 1.5045, -5.0082], [-1.0351, -5.7616, 3.1770], [-0.6534, 1.5019, -7.8337], [2.1800, 2.1682, 3.3392], [5.0754, 0.2980, -0.4091], [3.6406, 0.1922, 3.0771], [2.1754, 3.1149, -0.3826], [-0.3727, 4.7595, 2.4622], [4.2919, 2.5968, 0.0765], [-6.3865, 3.0053, -2.1242], [3.8133, -3.3532, 0.7848], [-3.4430, 3.4491, -0.5236], [-2.8227, 4.2331, -0.1152], [-1.8301, -1.1617, 2.2273], [-2.1127, 3.1398, 1.6376], [-1.4299, 2.4086, 1.1891], [-4.9930, 1.4481, -1.6564], [0.1548, -2.7672, 2.8451], [-0.9971, -1.8381, -3.0306], [1.4264, 0.2909, -5.1842], [1.9524, 4.1645, 3.7262], [2.2858, -0.7342, 3.7126], [2.0301, -0.6719, -3.3562], [-3.7791, 1.1347, -1.0651], [0.3635, -1.7047, 2.9799], [0.3185, 3.4213, 2.5476], [-2.7344, -2.3450, 1.2594], [-1.4130, 2.1154, -5.4341], [1.4183, -3.1724, -2.9598], [1.7080, 0.9924, -0.9196], [-2.7350, -2.1432, 4.1801], [-0.4422, -3.4037, 4.1238], [-5.5803, 0.6671, -2.1119], [0.1903, 0.0044, 1.2790], [-2.0393, -2.2287, 2.0938], [-1.7505, -4.3997, 0.6661], [-1.5299, 1.3873, -3.0689], [4.4799, -2.1856, 0.4620], [4.2126, -4.2121, 1.2846], [-1.8042, 1.7623, 0.1422], [0.4503, 1.0792, -5.7753], [0.1824, -4.2259, 4.4847], [-1.5124, 4.4175, 4.0067], [-0.5418, -2.6723, 4.9309], [-5.4391, 2.7612, -1.6660], [1.2954, -0.0336, -3.8407], [-0.5831, 5.0173, 1.4198], [-1.6591, -4.9511, 2.7933], [-3.0019, 2.1215, -0.4452], [-0.5772, -2.9888, -0.9954], [5.5004, -1.9010, 0.6211], [-2.6333, -2.8705, 3.3718], [1.3287, 0.6819, -7.9492], [1.4995, 3.3096, 3.2388], [2.5184, -3.1433, 0.3201], [3.6272, -1.3610, -0.1470], [4.0238, -0.0477, -0.8481]], "forces_ev_per_angstrom": [[-0.3, -1.5, -3.2], [0.0, 0.0, 0.0], [-0.1, 0.1, 0.0], [0.0, 0.1, -0.1], [0.0, 0.0, -0.3], [-2.0, 1.4, -0.1], [-0.1, 0.4, 0.1], [0.1, 0.3, -0.4], [0.1, -0.2, 0.0], [-0.3, 1.1, 0.3], [0.0, 0.1, 0.0], [0.1, -0.1, 0.0], [0.0, 0.1, 0.0], [0.0, -0.2, -0.1], [-0.2, -0.4, 0.2], [0.2, -0.2, -0.2], [0.1, 0.1, 0.0], [1.6, 3.2, 0.7], [-0.1, -0.1, 0.0], [0.0, 0.1, 0.3], [-0.1, -0.2, 0.3], [0.1, 0.1, 0.2], [0.0, 0.0, -0.1], [0.1, 0.0, -0.2], [0.3, 0.0, 0.3], [-0.1, 0.2, 0.0], [-0.4, 0.0, 0.2], [0.9, -0.7, 0.4], [0.0, 0.1, 0.1], [-0.2, -0.1, -0.2], [-0.1, 0.0, 0.0], [0.0, -0.3, -0.2], [0.1, -0.1, -0.3], [0.3, -0.2, -0.1], [0.0, 0.0, -0.1], [-0.2, -0.1, 0.2], [0.2, 0.0, 0.1], [0.4, 0.1, 0.1], [0.0, 0.0, 0.0], [0.1, 0.0, 0.0], [0.4, 0.0, 0.0], [0.2, 0.0, 0.0], [-0.1, 0.0, 0.0], [-0.1, 0.1, 0.0], [0.0, -0.2, 0.1], [0.1, 0.1, 0.0], [0.0, -0.1, -0.1], [0.0, 0.0, -0.1], [-0.9, 0.0, -0.5], [0.2, -0.3, 0.1], [0.1, 0.1, 0.2], [0.0, -0.6, 0.7], [-0.2, 0.2, 0.0], [-0.1, 0.2, 0.0], [-0.1, -0.1, 0.0], [-0.1, 0.3, -0.1], [0.6, -0.5, 0.2], [0.0, -0.1, 0.0], [0.0, 0.0, 0.0], [0.1, 0.1, 0.1], [-0.1, 0.0, 0.0], [0.2, -0.2, 0.2], [0.0, 0.2, -0.1], [0.0, 0.0, 0.0], [0.0, 0.0, 0.1], [-0.1, -0.1, -0.1], [0.0, -0.6, -0.3], [-0.2, 0.1, 0.1], [0.1, 0.0, 0.0], [0.0, 0.0, 0.0], [-0.1, -0.2, 0.1], [0.0, -0.2, 0.0], [1.0, 0.0, 0.5], [-0.1, -0.1, 0.3], [0.0, 0.1, 0.0], [0.1, 0.0, -0.1], [0.1, 0.0, 0.0], [0.0, 0.0, 0.0], [0.0, 0.1, 0.0], [0.0, 0.0, 0.1], [0.0, 0.0, 0.1], [-0.7, 0.1, -0.4], [-0.9, -1.9, 0.7], [0.2, 0.1, 0.0], [0.0, 0.0, 0.1], [0.2, -0.3, 0.1], [-0.2, 0.3, -0.1], [0.1, 0.1, 0.0], [0.2, 0.1, 0.2], [-0.4, 0.1, -0.2]], "e_homo_ev": [-5.3, -5.3], "homo_lumo_gap_ev": [7.016, 7.156], "total_charge": -1, "e_above_lowest_kj_mol": 0.0, "spin_multiplicity": 7, "energy_ha": -4239.07683, "lumo_ev": [1.75, 1.89]}